# C53H56FN8O7PS4Y

C53H56FN8O7PS4Y as an isolated structure (the ωB97M-V functional and the def2-TZVPD basis, OMol25).

Last column: Löwdin charge in e.
Cartesian coordinates (Å):
Y  -0.71395  0.63333  -0.24961  1.393
S  -2.72976  2.23406  1.21568  0.594
C  -3.10449  0.65105  1.68814  -1.138
N  -2.55290  -0.41450  1.15000  -0.071
C  -3.00485  -1.58684  1.74323  -0.344
C  -2.65326  -2.88027  1.36510  -0.017
C  -3.19940  -3.95386  2.05004  -0.075
C  -4.09314  -3.75658  3.10381  -0.088
C  -4.45718  -2.47334  3.48407  -0.091
C  -3.90804  -1.39950  2.79845  -0.486
S  -4.19071  0.30418  3.01933  1.032
H  -1.98883  -3.03124  0.52524  0.098
H  -2.93911  -4.96124  1.75176  0.105
H  -4.51234  -4.60787  3.62294  0.103
H  -5.16069  -2.31215  4.29081  0.110
N  2.01490  1.91933  -3.90477  0.142
C  3.30604  1.38007  -3.71919  -0.271
C  4.42972  2.01065  -4.22714  -0.030
C  5.68283  1.46756  -3.98093  -0.075
C  5.81431  0.32882  -3.20221  -0.076
C  4.68449  -0.28870  -2.67931  -0.080
C  3.42919  0.22171  -2.97038  -0.441
S  1.93110  -0.55721  -2.45849  1.084
N  0.99762  0.82812  -2.10483  -0.268
C  1.09475  1.84025  -2.88994  -0.346
C  0.12944  2.96103  -2.72178  -0.190
C  0.11053  4.05199  -3.57560  0.012
C  -0.84901  5.03748  -3.40256  -0.029
C  -1.75366  4.89454  -2.37128  -0.030
C  -1.65444  3.77784  -1.55718  -0.153
N  -0.74100  2.82146  -1.71797  0.054
H  2.00757  2.76944  -4.44205  0.116
H  4.32788  2.91901  -4.81040  0.120
H  6.56022  1.94835  -4.39190  0.110
H  6.79456  -0.08229  -3.00369  0.108
H  4.76856  -1.17618  -2.06502  0.110
H  0.81766  4.15635  -4.38543  0.110
H  -0.88174  5.89211  -4.06448  0.120
H  -2.52621  5.62740  -2.18696  0.119
H  -2.34861  3.63787  -0.73967  0.026
C  2.15475  -6.74855  -0.79246  -0.039
C  2.23073  -6.16898  0.61260  -0.297
C  3.60281  -6.40779  1.21707  -0.148
C  3.68810  -5.82032  2.61355  -0.123
C  3.36449  -4.35258  2.57031  -0.132
C  3.89450  -3.48166  3.49088  0.061
C  3.57184  -2.12776  3.44535  -0.248
F  4.09707  -1.32040  4.38500  0.068
C  2.74176  -1.61749  2.49383  0.071
C  2.19232  -2.48719  1.54205  -0.036
C  1.25399  -1.94124  0.56047  -0.311
O  1.04571  -0.70752  0.53207  -0.150
C  0.64002  -2.89797  -0.29129  -0.058
C  1.02132  -4.20811  -0.22378  0.040
N  1.92868  -4.70693  0.62661  0.044
C  2.50024  -3.85413  1.57348  -0.062
C  -0.43102  -2.55285  -1.29535  -0.652
O  -0.85529  -3.43096  -2.03249  0.052
O  -0.83786  -1.33508  -1.27181  -0.240
H  2.51837  -7.77495  -0.75928  0.090
H  2.78911  -6.18071  -1.47554  0.101
H  1.14555  -6.77716  -1.19660  0.079
H  1.48571  -6.66239  1.24548  0.159
H  4.36477  -5.96146  0.57065  0.137
H  3.77901  -7.48295  1.24214  0.126
H  4.67878  -5.96803  3.04275  0.124
H  2.97751  -6.33624  3.26688  0.132
H  4.56093  -3.83954  4.26584  0.136
H  2.47447  -0.57005  2.46210  0.113
H  0.54997  -4.88703  -0.91826  0.133
C  4.36805  1.76753  3.09597  -0.067
C  2.98266  2.37779  3.09235  -0.287
O  2.82681  3.22437  1.94471  -0.289
P  1.90718  2.74177  0.69802  0.856
O  0.58130  3.66229  0.80263  -0.351
C  0.60953  5.10655  0.80941  -0.258
C  0.21840  5.62781  2.17393  -0.064
O  2.68118  3.56213  -0.47894  -0.310
C  4.06353  3.20672  -0.69466  -0.284
C  4.98458  4.30299  -0.20644  -0.061
H  4.52449  1.17171  3.99418  0.071
H  5.12065  2.55614  3.06020  0.082
H  4.50077  1.12140  2.22569  0.073
H  2.83133  3.00578  3.97089  0.119
H  2.21069  1.60222  3.09546  0.081
H  -0.10320  5.43114  0.04937  0.105
H  1.60015  5.45669  0.52119  0.111
H  -0.77223  5.27047  2.45626  0.076
H  0.20649  6.71889  2.16203  0.083
H  0.93897  5.29918  2.92398  0.074
H  4.18326  3.04887  -1.76507  0.095
H  4.29000  2.25849  -0.19512  0.104
H  4.75536  5.24138  -0.71332  0.081
H  6.02054  4.03675  -0.42244  0.082
H  4.86726  4.45059  0.86530  0.068
N  -2.60489  0.60868  -1.78204  -0.406
S  -3.51928  -0.67918  -2.00652  1.093
C  -4.98944  -0.55615  -0.98446  -0.407
C  -5.47825  -1.72512  -0.42271  -0.094
C  -6.61028  -1.67054  0.38093  -0.065
C  -7.22771  -0.45244  0.62208  -0.070
C  -6.72079  0.71563  0.06092  -0.063
C  -5.59839  0.66689  -0.74928  -0.078
C  -4.29691  -0.43710  -3.61184  -0.358
C  -5.51672  -1.02467  -3.92034  -0.068
C  -6.03804  -0.86462  -5.19423  -0.067
C  -5.34567  -0.12985  -6.14799  -0.076
C  -4.12299  0.44253  -5.83205  -0.072
C  -3.58808  0.28560  -4.55973  -0.081
H  -3.14454  1.46155  -1.91504  -0.002
H  -4.97205  -2.66571  -0.60496  0.117
H  -6.99786  -2.57786  0.82530  0.112
H  -8.10412  -0.40775  1.25517  0.109
H  -7.19941  1.66568  0.25811  0.112
H  -5.20115  1.57607  -1.18296  0.108
H  -6.06162  -1.58924  -3.17511  0.109
H  -6.99158  -1.31237  -5.44066  0.110
H  -5.76020  -0.00655  -7.13969  0.107
H  -3.57923  1.00790  -6.57736  0.106
H  -2.62962  0.71227  -4.29488  0.097
C  -0.53504  2.77727  4.25261  -0.066
N  -0.48271  1.33691  4.42921  0.045
C  -0.40148  0.48981  3.37848  -0.605
N  -0.52689  -0.84459  3.66429  0.209
O  -0.16159  0.88834  2.23736  -0.142
H  0.19296  3.26414  4.90210  0.086
H  -1.53152  3.16344  4.46980  0.089
H  -0.30027  2.99593  3.21502  0.046
H  -0.68009  0.95757  5.33883  0.140
H  -1.10276  -1.11424  4.44601  0.110
H  -0.63601  -1.43207  2.85197  0.090

Forces on atoms 1 to 6 (eV/Å):
-0.2 -0.5 0.4
0.0 0.2 -0.1
0.1 -0.1 0.1
0.0 -0.1 0.1
0.0 0.1 -0.1
0.1 0.0 0.0

Calculated values
Net charge: +1
Energy in eV: -138519.964
Highest occupied orbital energy in eV: -9.468
Multiplicity: 1
HOMO-LUMO gap in eV: 6.99
F_max in eV/A: 0.66